Molecular formula: C3H3BrCl2O
Method: DFT, the ωB97M-V functional and the def2-TZVPD basis

Calculated values
- HOMO energy (spin up / spin down) (eV) = -8.107 / -7.897
- multiplicity = 1
- energy above the lowest of the compared OMol25 structures with the same formula, charge and spin (kcal per mole) = 118.84
- net charge = 0
- E (a.u.) = -3685.5532

Structure (XYZ):
```
10
Properties=species:S:1:pos:R:3:forces:R:3
C -0.3354 -0.6723 -0.5298 -5.8 0.4 1.0
C -2.0832 -0.2758 0.3316 3.1 0.4 -1.0
C 1.6328 0.5005 0.0302 1.4 3.2 -0.2
O 0.3577 0.3497 -0.5643 2.0 3.5 -0.9
Cl 0.2662 -2.0237 0.1545 0.9 -2.9 0.9
Cl -3.2300 -1.3867 -0.1745 -0.8 -0.3 -0.2
Br -2.5883 1.6258 0.2184 0.2 -1.0 -0.2
H 1.9009 -0.3864 0.4991 0.8 -1.2 0.9
H 1.6607 1.3954 0.7072 -0.8 -1.1 -0.1
H 2.4186 0.8736 -0.6723 -0.9 -1.0 -0.2
```
Positions in Å, forces in eV/Å.

Results of the natural (NBO) charge analysis, in e, for atoms 1 through 8: number 1, C, carries 0.283; number 2, C, carries -0.282; number 3, C, carries -0.288; number 4, O, carries -0.456; number 5, Cl, carries 0.052; number 6, Cl, carries 0.057; number 7, Br, carries 0.014; number 8, H, carries 0.200